(1)
This record from the OMol25 dataset describes C24H28AuN2O3PS as an isolated structure. The level of theory is ωB97M-V/def2-TZVPD.

XYZ file:
```
60
Properties=species:S:1:pos:R:3:forces:R:3
C -2.97210 0.22863 2.77234 0.0 0.0 0.0
C -0.01569 3.86362 -2.04995 0.0 0.0 0.0
H -0.05772 2.56878 1.07642 0.0 0.0 0.0
N 1.96538 -1.75565 1.33946 0.2 -0.2 0.0
C -2.51654 -1.58189 -1.59394 0.0 -0.1 -0.1
N 4.20079 -1.65387 0.73958 0.0 0.0 0.0
C -3.47461 -2.17083 -2.40584 0.0 0.0 0.0
C -1.07138 1.72234 -0.62209 -0.1 0.0 0.0
C -4.78837 -1.72341 -2.39232 0.0 0.0 0.0
H -5.52351 -2.19526 -3.03166 0.0 0.0 0.0
C -3.18201 2.33421 1.62890 0.0 0.0 0.0
C -4.20036 -0.08012 -0.75118 -0.1 -0.1 0.0
C -3.96006 2.81910 2.67154 0.0 0.0 0.0
H -2.57318 -0.77832 2.81880 0.0 0.0 0.0
C 0.24463 3.74068 -0.68965 0.0 0.0 0.0
H 2.20373 0.54305 2.24118 0.0 0.0 0.0
C -2.68412 1.03525 1.67311 -0.1 0.0 -0.1
C -4.25263 2.00744 3.75738 0.0 0.0 0.0
H -4.33962 3.83193 2.63171 0.0 0.0 0.0
H -2.96317 2.97134 0.78092 0.0 0.0 0.0
H 5.10829 -3.16174 -0.32666 0.0 0.0 0.0
H -0.98471 2.99741 -3.75494 0.0 0.0 0.0
H 5.08566 0.50614 -0.69156 0.0 0.0 0.0
Au 0.09479 -0.90354 1.04145 -0.2 0.6 0.2
C -0.27347 2.67015 0.01817 0.0 0.0 0.0
C -5.15304 -0.67064 -1.56814 0.1 0.0 0.0
C -3.75939 0.71004 3.80579 0.0 0.0 0.0
H 3.77324 0.10915 2.93158 0.0 0.0 0.0
H -3.16236 -2.97593 -3.05601 0.0 0.0 0.0
H 5.55059 -0.35987 1.66671 0.0 0.0 0.0
H 5.92877 -0.90487 -1.32941 0.0 0.0 0.0
H 3.79013 -1.84075 -1.99569 0.0 0.0 0.0
H 0.39340 4.69744 -2.60593 0.0 0.0 0.0
H 3.31971 -3.54304 -1.98749 0.0 0.0 0.0
H 2.27526 -2.34078 -1.24898 0.1 0.0 0.0
H -4.49937 0.73176 -0.10149 0.0 0.0 0.0
H 6.25089 -1.79397 0.97180 0.0 0.0 0.0
O -0.60519 -2.84787 -0.40638 0.1 -0.5 -0.1
C 5.51093 -1.00999 0.79670 0.0 0.0 0.0
C 3.10791 -1.13235 1.32509 0.0 -0.1 0.0
H 3.70124 0.93965 1.37278 0.0 0.0 0.0
H -1.91197 1.09596 -2.49497 0.0 0.0 0.0
H 2.00175 -2.66772 0.90090 -0.1 0.0 0.0
H 0.85541 4.47734 -0.18345 0.0 0.0 0.0
O -0.01914 -0.99473 -1.87001 -0.1 -0.1 0.0
C -2.88083 -0.52890 -0.74946 0.0 0.1 0.1
C 5.85140 -0.23864 -0.46989 0.0 0.0 0.0
P -1.68929 0.30897 0.33919 0.5 0.1 0.1
C -1.32171 1.84372 -1.98262 0.0 0.1 0.0
H -4.86109 2.38577 4.56862 0.0 0.0 0.0
C 4.08815 -2.84850 -0.10545 0.0 0.0 0.1
H -6.17231 -0.30748 -1.55287 0.0 0.0 0.0
H 3.65126 -3.66459 0.47810 0.0 0.0 0.0
C 3.20691 0.20166 2.00316 0.0 0.0 0.0
H 6.80746 0.27358 -0.35697 0.0 0.0 0.0
C 3.31764 -2.62330 -1.40202 0.0 0.0 0.0
H -3.98044 0.07408 4.65298 0.0 0.0 0.0
C -0.79169 2.91365 -2.69350 0.0 0.0 0.0
O -0.81737 -3.10148 -2.83117 0.0 0.0 0.1
S -0.82687 -2.20279 -1.70265 -0.1 0.1 -0.3
```
Forces are in eV/Å.

Results
LUMO energy   0.6 eV
Highest occupied orbital energy   -8.13 eV

=====

(2)
This record from the OMol25 dataset describes C6H18ClO6Zn2 as an isolated structure in a non-equilibrium geometry. The level of theory is ωB97M-V/def2-TZVPD.

XYZ file:
```
33
Properties=species:S:1:pos:R:3:forces:R:3
H 14.93201 -15.27470 -13.44564 0.0 0.0 -0.2
O 19.71250 -11.60252 -12.76530 -0.2 -0.4 0.3
C 20.77382 -16.82367 -12.52640 1.0 -0.5 -1.1
Cl 18.00772 -14.00265 -9.70353 -0.3 0.3 0.9
H 19.45005 -17.21800 -10.88245 0.1 -0.1 0.1
H 19.11830 -15.73553 -11.81683 -0.3 0.2 -0.1
C 16.35913 -13.91836 -13.14408 -0.6 -1.3 -0.6
C 19.39961 -16.79622 -11.88820 -0.1 0.2 -0.5
H 21.80336 -12.25695 -13.67103 0.4 -0.5 -0.4
H 19.93131 -13.30047 -11.59534 0.1 -0.2 0.2
H 21.53412 -16.22915 -12.00404 -0.3 0.1 0.6
H 17.08147 -14.06147 -13.95527 0.3 0.8 0.0
H 19.71715 -13.52170 -13.38618 -0.2 -0.2 0.2
H 21.58356 -16.32859 -14.23410 -0.1 -0.2 -0.2
H 22.09882 -13.94796 -12.97148 -0.2 0.0 -0.5
O 15.10685 -14.34934 -13.65100 0.1 0.2 0.9
H 22.74738 -13.00698 -11.18213 0.3 0.2 0.0
C 20.17956 -12.92314 -12.59922 0.2 0.8 -0.8
Zn 19.89701 -14.45444 -8.35995 -0.6 0.2 -0.6
C 16.26544 -12.50900 -12.68624 2.3 -0.2 -0.7
H 21.14399 -17.85179 -12.53492 -0.1 -0.1 0.0
O 15.54213 -12.33636 -11.42331 -1.3 0.0 1.8
H 18.14732 -17.21233 -13.41586 0.5 0.2 -0.1
O 18.46751 -17.57168 -12.58003 -0.2 -0.1 0.6
O 22.42120 -12.31390 -11.76779 -0.8 -0.5 -0.1
C 21.69620 -12.94685 -12.83408 0.6 0.7 1.0
H 17.28504 -12.18775 -12.46303 -0.1 0.4 -0.2
O 20.69292 -16.32766 -13.86310 -0.3 0.2 0.7
H 20.42540 -10.97719 -12.56987 -0.1 0.1 0.2
H 15.83971 -11.87891 -13.46823 -0.4 0.2 0.4
H 14.62952 -12.09347 -11.66133 0.0 -0.1 0.2
Zn 15.81163 -12.80292 -9.36444 0.9 -0.2 -2.3
H 16.79390 -14.54567 -12.35004 -0.4 -0.2 0.3
```
Forces are in eV/Å.

Results
LUMO energy   -15.7 eV
Charge   +3
Highest occupied orbital energy   -18.43 eV
Relative energy (zero: lowest compared OMol25 entry of this formula, charge and spin)   5.171 eV

=====

(3)
This record from the OMol25 dataset describes one molecule with the formula C33H37N3O5S2 in a non-equilibrium geometry. The level of theory is ωB97M-V/def2-TZVPD.

XYZ file:
```
80
Properties=species:S:1:pos:R:3:forces:R:3
C -6.77875 4.75018 1.72996 0.2 0.0 -0.3
N -3.36928 5.22692 2.69420 0.7 0.3 0.5
C -7.90218 3.78682 2.06336 -0.1 0.0 0.4
C -6.73072 5.88041 -1.16733 -0.1 0.3 -0.1
H -1.55257 1.12289 7.57403 0.2 -0.1 0.0
H -7.26149 -0.55871 -1.58170 0.3 -0.1 -0.1
H -5.74189 6.34736 -1.14840 -0.4 0.1 -0.2
C -3.86264 4.07723 1.85373 -2.6 1.7 0.8
C -2.27175 5.89927 2.26134 -0.5 -0.1 0.2
H -1.93507 5.66102 1.25449 0.0 0.0 0.4
H 1.84037 2.91257 -2.49545 -0.2 0.2 0.1
C -3.44051 -1.23098 -1.34504 -0.1 -0.2 0.1
H -3.81796 6.65342 5.69236 0.2 0.0 -0.4
H -8.30763 3.29400 1.17436 0.1 0.1 0.2
C -0.25207 1.29296 3.56844 -0.1 -0.1 0.4
C -6.58735 4.44496 -0.72383 0.4 -0.4 0.2
C -0.49470 1.23702 7.29901 -0.1 0.1 0.0
H -0.34874 1.95729 1.51860 -0.3 -0.2 0.3
H -2.44386 2.28523 6.02324 0.2 -0.3 -0.3
H -0.10656 6.61836 -1.41380 0.0 -0.2 -0.2
O -3.94826 3.35133 -1.80881 0.2 0.1 -0.2
C 1.00581 4.85435 -2.00825 -0.1 -0.1 0.2
C -2.19820 7.15763 4.31533 0.0 -0.4 -0.4
N -5.93117 4.30108 0.60523 0.0 0.3 -0.4
N -0.21905 0.79115 5.94959 0.3 -0.5 0.9
H -3.72383 2.88219 4.03834 0.4 0.1 0.1
H -7.56143 3.94849 -0.62960 0.2 0.1 -0.1
C -4.19503 -1.88452 -2.31662 -0.2 0.2 0.3
H -4.82857 4.98054 4.17111 0.6 0.2 -0.1
H 0.11091 0.64592 7.99466 -0.2 0.2 -0.1
H -2.23498 5.39796 -1.11392 0.2 -0.2 -0.1
O -4.05930 5.50901 -0.05167 -0.1 -0.9 0.9
H -7.55006 3.02935 2.77413 -0.1 0.0 -0.3
H -7.19223 5.74266 1.47484 0.2 -0.3 0.2
H -0.26565 1.68844 -2.02467 0.0 0.2 0.0
H 1.76881 0.18594 5.55030 -0.1 -0.2 0.0
O -2.57348 1.28110 -2.00401 -0.4 0.3 -0.1
H -3.69014 -2.57063 -2.99691 -0.3 0.2 0.1
H -0.77081 7.32391 2.66584 -0.2 0.1 0.2
C -2.09559 2.54744 2.64992 0.0 0.6 0.0
O -1.74435 -0.03279 0.63519 -0.3 -0.6 0.4
H -4.59672 3.50157 2.41941 0.1 0.2 0.2
H 0.87001 -0.79894 6.73823 0.0 0.1 -0.4
H -2.36434 -1.38385 -1.28363 -0.3 0.1 0.1
C -3.92002 5.52828 3.89448 0.2 -0.2 -0.2
H 0.62285 0.67348 3.38999 0.0 0.3 0.1
C 0.78341 -0.24296 5.79435 0.1 0.2 -0.2
H -0.23663 2.29935 7.42938 0.0 -0.1 0.0
H -6.14430 4.88381 2.61582 -0.3 0.1 -0.3
C -3.34686 6.47725 4.72238 -0.3 0.0 0.1
H 0.49904 -0.93854 4.99264 0.1 0.1 0.2
C -0.21705 2.76795 -1.90808 0.0 0.1 0.2
H 1.92611 5.40171 -2.21396 -0.2 -0.2 0.1
S -2.88180 2.51254 -1.30613 0.4 -0.5 1.0
C -5.43383 -0.09451 -0.54728 0.4 -0.3 -0.1
H -2.04708 3.80834 0.87783 0.1 0.1 0.6
C -1.36525 3.46213 -1.51380 0.2 0.3 -0.1
C -1.66455 6.85234 3.06082 -0.2 0.0 0.1
H -7.12499 5.90604 -2.18815 0.0 0.1 0.2
C -1.32980 4.85309 -1.37457 0.1 -0.1 0.1
C -4.60499 4.70289 0.69210 -0.7 0.9 -0.9
H -1.73189 7.90446 4.95449 -0.1 -0.2 -0.1
C -3.13567 2.17521 0.39371 -0.5 -0.6 -1.1
O -3.80405 0.29925 2.05496 0.3 -0.1 0.0
C -0.79436 1.40559 4.87446 -0.5 0.4 -0.7
C -2.68897 2.56065 3.91803 0.5 0.3 -0.4
H -5.97672 3.88993 -1.44673 -0.2 0.1 0.4
H -5.87935 0.62367 0.13906 0.0 -0.2 -0.1
C -6.18794 -0.75090 -1.52354 0.1 0.1 0.1
C -0.13337 5.54154 -1.58138 0.0 -0.2 -0.1
H -7.41191 6.42561 -0.50510 0.1 0.1 -0.2
C -2.78782 3.21510 1.44594 2.9 -2.6 -1.4
C -5.57058 -1.64104 -2.40652 0.1 0.0 0.1
C -0.84692 1.93146 2.49306 -0.3 0.5 0.2
C -1.99346 2.14718 5.03754 0.2 -0.6 0.1
S -3.09590 0.47019 0.79885 0.1 1.0 -1.0
H -8.70259 4.35578 2.54879 0.0 -0.2 -0.1
C -4.06364 -0.35301 -0.46165 -0.5 -0.1 -0.1
C 0.96206 3.46611 -2.16627 -0.2 0.1 0.0
H -6.15990 -2.14366 -3.17530 0.1 0.1 0.2
```
Forces are in eV/Å.

Results
LUMO energy   -1.5 eV
Highest occupied orbital energy   -6.68 eV

=====

(4)
This record from the OMol25 dataset describes one molecule with the formula C8H11BN2O3S in a non-equilibrium geometry. The level of theory is ωB97M-V/def2-TZVPD.

XYZ file:
```
26
Properties=species:S:1:pos:R:3:forces:R:3
O -4.16610 3.71913 -0.66732 0.1 0.8 -0.5
C -0.45359 -1.43334 -0.20016 -1.3 -0.2 -0.1
N -2.13101 0.45386 -0.59253 -1.7 -2.4 3.0
S 0.22547 -1.38035 1.41332 2.2 -0.3 1.9
C -2.28716 1.82060 -0.91254 -0.1 1.4 -2.5
H 1.68319 -0.20864 -0.67757 -0.9 1.5 -1.0
H -2.32632 1.87602 -2.01721 0.5 0.5 0.4
H -1.40872 2.29949 -0.52491 0.7 0.9 -0.3
H -2.78277 0.18017 0.21141 1.6 -0.1 -1.6
C 4.31529 -2.38351 0.90854 -1.0 2.5 0.4
H 5.11460 -2.97800 1.31494 -0.2 -0.5 0.4
B -3.49505 2.60257 -0.31165 -0.1 -1.5 0.3
O -3.93598 1.95194 0.79691 -1.0 1.2 2.5
C 2.42064 -0.67607 -0.13133 1.3 -2.1 1.0
O 0.00917 0.55779 -1.21140 1.5 2.1 -1.6
C -0.85487 -0.06514 -0.68361 -0.9 -0.6 0.2
C 2.03302 -1.46468 0.97298 -0.9 1.1 -1.8
H 0.31850 -1.91124 -0.80077 -0.6 0.2 -0.5
H -4.90958 3.86037 -0.05481 0.3 0.1 -0.6
C 2.98598 -2.30876 1.44576 1.3 -1.0 0.9
H 2.76881 -2.84404 2.33745 -0.1 -0.9 0.4
N 4.73284 -1.46778 0.03276 -1.6 -0.9 -1.0
H -1.34687 -2.02263 -0.11881 -0.3 -0.8 -0.1
H -4.32032 2.67100 1.37652 0.2 -1.7 -0.4
C 3.72316 -0.76588 -0.56976 1.4 0.9 0.7
H 4.08767 -0.08286 -1.33621 -0.3 -0.2 -0.1
```
Forces are in eV/Å.

Results
SMILES   O=C(CSc1ccncc1)NCB(O)O
LUMO energy   -0.1 eV
Highest occupied orbital energy   -8.83 eV
Relative energy (zero: lowest compared OMol25 entry of this formula, charge and spin)   1.415 eV